# 1
C2H2Br2FNO3 | ωB97M-V with the def2-TZVPD basis set

Geometry (Å):
C  -1.52  1.17  0.45
C  0.81  -0.39  0.58
N  -0.21  -0.54  -0.63
O  -0.99  0.68  -0.64
O  0.75  -0.63  -1.69
O  -1.45  1.02  1.62
F  0.51  -0.80  1.86
Br  2.03  1.01  0.41
Br  1.85  -2.00  0.23
H  -2.17  1.97  -0.09
H  0.39  -1.49  -2.11

Its highest occupied orbital energy is -10.2 eV. The orbital gap is 10.50 eV.

***

# 2
C10H9FN2OS | ωB97M-V with the def2-TZVPD basis set

Geometry (Å):
C  -0.42  -3.09  -0.91
C  0.11  -1.89  -0.74
C  -0.58  -0.71  -0.33
N  -1.86  -0.54  -0.34
N  -2.47  0.59  0.30
C  -3.70  1.13  0.28
O  -3.90  2.17  0.83
S  -5.35  0.36  -0.23
C  0.37  0.47  -0.02
C  0.96  0.75  1.20
C  1.85  1.83  1.23
C  2.19  2.52  0.08
C  1.58  2.29  -1.14
C  0.69  1.22  -1.13
F  0.08  1.12  -2.39
H  0.23  -3.89  -1.12
H  -1.46  -3.32  -0.93
H  1.24  -1.75  -0.63
H  -1.68  1.24  0.51
H  -5.10  -0.11  -1.48
H  0.69  0.20  2.21
H  2.23  2.07  2.17
H  2.85  3.42  0.07
H  1.70  2.96  -1.90

Its highest occupied orbital energy is -9.2 eV. The orbital gap is 9.08 eV. As for the SMILES: C=C/C(=N/NC(=O)S)c1ccccc1F.

***

# 3
C3H4N2 | ωB97M-V with the def2-TZVPD basis set

Geometry (Å):
N  -2.08  1.40  -1.38
C  -1.16  0.96  -0.71
C  -0.38  0.22  0.22
C  0.64  -0.86  -0.17
N  1.03  0.50  0.20
H  -1.02  0.08  1.18
H  1.01  -1.27  -1.16
H  0.64  -1.59  0.64
H  1.32  0.57  1.17

Its highest occupied orbital energy is -10.7 eV. The orbital gap is 11.39 eV. As for the SMILES: N#C[C@H]1CN1.

***

# 4
C9H24BIN3O2P2 | ωB97M-V with the def2-TZVPD basis set

Geometry (Å):
C  0.08  1.00  4.15
C  0.68  -0.03  3.97
C  1.55  -1.18  3.74
B  3.08  -0.76  4.25
P  3.95  0.38  2.93
O  2.86  1.58  2.52
I  5.63  1.65  4.28
H  -0.15  2.02  4.30
H  1.53  -1.43  2.68
H  1.16  -2.03  4.31
H  2.94  -0.12  5.28
H  3.76  -1.73  4.54
H  2.61  1.42  1.61
O  0.08  -0.50  0.26
P  -0.49  -0.38  -1.10
N  0.34  0.98  -1.72
C  -0.16  1.96  -2.65
C  1.76  0.72  -1.94
N  -2.14  0.02  -0.68
C  -2.58  1.40  -0.58
C  -2.58  -0.70  0.52
N  -0.92  -1.11  -2.63
C  -2.18  -0.81  -3.28
C  -0.71  -2.57  -2.61
H  -0.20  1.59  -3.69
H  0.51  2.83  -2.64
H  -1.13  2.34  -2.37
H  1.94  0.14  -2.86
H  2.18  0.15  -1.10
H  2.32  1.65  -2.00
H  -1.90  2.03  0.01
H  -3.57  1.44  -0.13
H  -2.70  1.85  -1.57
H  -2.23  -0.24  1.45
H  -2.21  -1.73  0.52
H  -3.67  -0.75  0.54
H  -3.05  -1.16  -2.73
H  -2.17  -1.30  -4.26
H  -2.29  0.26  -3.48
H  -1.45  -3.09  -1.98
H  0.28  -2.80  -2.23
H  -0.77  -2.98  -3.62

Its highest occupied orbital energy is -3.6 eV. The orbital gap is 5.94 eV. Its net charge is -1.

***

# 5
C7H8 | ωB97M-V with the def2-TZVPD basis set

Geometry (Å):
C  1.80  0.63  -0.61
C  -0.19  -0.91  0.24
C  -1.49  -0.13  0.30
C  -1.48  0.87  1.37
C  -1.46  1.67  2.26
C  0.27  -1.42  -0.94
C  1.00  -1.44  -1.94
H  0.88  0.79  -1.12
H  2.46  1.50  -0.49
H  2.15  -0.30  -0.21
H  0.14  -1.36  1.17
H  -1.66  0.37  -0.67
H  -2.34  -0.80  0.45
H  -1.44  2.39  3.05
H  1.35  -1.87  -2.86

Its highest occupied orbital energy is -8.1 eV. The orbital gap is 7.58 eV.

***

# 6
C8H9N | ωB97M-V with the def2-TZVPD basis set

Geometry (Å):
N  -2.37  -0.06  -0.12
C  -0.96  -0.05  0.04
C  -0.12  0.77  -0.97
C  0.79  -0.51  -1.21
C  1.74  0.01  -0.09
C  0.84  1.27  0.11
C  -0.02  0.47  1.20
C  0.91  -0.83  0.95
C  -0.07  -1.31  -0.18
H  -2.79  -0.67  0.56
H  -2.77  0.89  0.09
H  -0.67  1.35  -1.74
H  1.05  -0.87  -2.23
H  2.82  0.07  -0.17
H  1.13  2.33  0.17
H  -0.40  0.86  2.17
H  1.38  -1.42  1.76
H  -0.48  -2.32  -0.34

Its highest occupied orbital energy is -8.6 eV. The orbital gap is 9.81 eV. As for the SMILES: N[C@]12[C@H]3[C@@H]4C5[C@H]3[C@H]1[C@@H]5[C@@H]42.